DFT (ωB97M-V/def2-TZVPD) results for C22H18FN2O5S2SeW as an isolated structure.

Calculated values
Orbital gap (spin up / spin down) in eV: 5.998 / 7.799
Energy above the lowest of the compared OMol25 structures with the same formula, charge and spin in kcal per mole: 44.7

```
! wB97M-V def2-TZVPD RIJCOSX def2/J DEFGRID3
* xyz -1 3
W 1.433 -1.098 -0.734
C -0.146 0.272 3.063
C 0.178 -0.441 1.783
N 0.459 0.177 0.688
N 0.109 1.523 0.543
C 0.160 1.848 -0.712
S 0.700 0.920 -2.010
S -0.580 3.438 -1.126
C -2.109 3.291 -0.159
C -3.068 2.279 -0.731
C -2.877 0.922 -0.476
C -3.717 -0.029 -1.035
C -4.771 0.367 -1.847
C -4.973 1.716 -2.102
C -4.122 2.665 -1.550
C -0.091 -1.895 1.683
C -0.113 -2.698 2.819
C -0.618 -3.986 2.807
C -1.167 -4.473 1.626
C -1.180 -3.707 0.479
C -0.610 -2.431 0.459
O -0.547 -1.747 -0.676
H -0.150 1.347 2.914
H 0.608 0.015 3.812
H -1.110 -0.054 3.454
H -2.546 4.291 -0.153
H -1.837 3.034 0.863
H -2.048 0.596 0.141
H -3.529 -1.078 -0.841
H -5.427 -0.375 -2.285
H -5.791 2.029 -2.740
H -4.278 3.716 -1.769
H 0.272 -2.295 3.749
H -0.594 -4.585 3.707
H -1.575 -5.477 1.594
H -1.565 -4.086 -0.458
O 2.159 -1.695 -2.493
Se 3.048 -3.189 -1.930
O 1.880 -3.164 -0.622
O 3.129 -0.961 0.287
O 2.694 -4.394 -2.949
F 4.819 3.993 -1.356
C 4.378 2.768 -0.972
C 3.651 2.663 0.198
C 3.199 1.416 0.586
C 3.396 0.285 -0.227
C 4.241 0.423 -1.336
C 4.702 1.670 -1.734
H 3.463 3.543 0.798
H 2.658 1.306 1.515
H 4.488 -0.446 -1.926
H 5.315 1.786 -2.618
*
```

Mulliken atomic charge list, values in e, 2 entries:
1 W 1.303
2 C -2.256